Record 1
Formula: C3H4O3
Source: the Open Molecules 2025 dataset
Level of theory: ωB97M-V/def2-TZVPD

M = 88.06 g mol⁻¹
E_LUMO (spin up / spin down) = -0.05 / -0.05 eV
relative energy (zero: lowest compared OMol25 entry of this formula, charge and spin) = 58.7 kcal/mol
SMILES = O=C/C(O)=C\O

The geometry in XYZ format:
```
10
C3H4O3, DFT ωB97M-V/def2-TZVPD
O -2.088 0.502 -0.550
C -0.998 0.643 -0.018
C 0.041 -0.358 -0.288
O -0.300 -1.347 -1.132
C 1.067 -0.418 0.604
O 1.641 0.788 0.786
H -0.843 1.383 0.793
H -1.226 -1.141 -1.359
H 1.438 -1.261 1.183
H 1.267 1.210 -0.019
```

Record 2
Formula: C9H14O
Source: the Open Molecules 2025 dataset
Level of theory: ωB97M-V/def2-TZVPD

M = 138.21 g mol⁻¹
E_LUMO = 0.89 eV
relative energy (zero: lowest compared OMol25 entry of this formula, charge and spin) = 60.2 kcal/mol
SMILES = Cc1ccc(O)cc1.CC

The geometry in XYZ format:
```
24
C9H14O, DFT ωB97M-V/def2-TZVPD
C -0.083 1.802 -2.207
C -0.905 0.915 -1.230
C -1.632 -0.174 -1.391
C -2.169 -0.946 -0.306
C -1.964 -0.323 0.886
O -2.605 -0.890 1.938
C -1.287 0.827 1.144
C -0.743 1.520 0.093
H -0.774 2.590 -2.581
H -0.030 1.246 -3.102
H 0.856 2.118 -1.708
H -1.830 -0.519 -2.404
H -2.502 -1.918 -0.418
H -3.501 -0.928 1.867
H -1.449 1.378 2.068
H -0.293 2.499 0.324
C 2.946 -0.517 0.823
C 2.339 -1.901 0.847
H 2.428 0.180 0.235
H 2.776 -0.129 1.933
H 3.898 -0.204 0.474
H 2.680 -2.663 1.619
H 2.582 -2.330 -0.094
H 1.263 -1.634 1.189
```

Record 3
Formula: C3H4S
Source: the Open Molecules 2025 dataset
Level of theory: ωB97M-V/def2-TZVPD

M = 72.13 g mol⁻¹
E_LUMO = 0.69 eV
relative energy (zero: lowest compared OMol25 entry of this formula, charge and spin) = 49.5 kcal/mol
SMILES = C#CCS

The geometry in XYZ format:
```
8
C3H4S, DFT ωB97M-V/def2-TZVPD
C -2.584 -0.262 -0.079
C -1.345 0.000 0.049
C -0.039 0.623 0.129
S 1.625 -0.156 -0.092
H -3.665 -0.698 0.035
H -0.245 0.990 -0.947
H 0.035 1.352 0.925
H 1.688 -1.307 0.860
```

Record 4
Formula: C3H5NO
Source: the Open Molecules 2025 dataset
Level of theory: ωB97M-V/def2-TZVPD

M = 71.08 g mol⁻¹
E_LUMO = 0.58 eV
relative energy (zero: lowest compared OMol25 entry of this formula, charge and spin) = 31.8 kcal/mol
SMILES = CC#N.C=O

The geometry in XYZ format:
```
10
C3H5NO, DFT ωB97M-V/def2-TZVPD
C 1.447 -0.554 0.772
C 1.573 0.424 -0.328
N 1.655 1.348 -1.006
H 1.961 -1.455 0.622
H 0.389 -0.781 0.875
H 1.802 -0.036 1.727
C -2.187 0.217 -0.666
O -1.591 0.081 0.371
H -1.758 0.279 -1.712
H -3.292 0.476 -0.655
```

Record 5
Formula: CH4BrClOSi
Source: the Open Molecules 2025 dataset
Level of theory: ωB97M-V/def2-TZVPD

M = 175.49 g mol⁻¹
E_LUMO (spin up / spin down) = -2.07 / -2.07 eV
relative energy (zero: lowest compared OMol25 entry of this formula, charge and spin) = 101.5 kcal/mol

The geometry in XYZ format:
```
9
CH4BrClOSi, DFT ωB97M-V/def2-TZVPD
C 2.861 0.645 0.419
O 1.195 -0.164 -1.079
Si -0.240 -0.116 -0.484
Cl 3.250 2.161 -0.130
Br 3.863 -0.856 0.137
H 1.991 0.338 0.936
H -0.824 -0.895 0.515
H -0.807 -0.303 -1.840
H -0.582 1.182 -0.185
```

Record 6
Formula: C46H113B3N7O22
Source: the Open Molecules 2025 dataset
Level of theory: ωB97M-V/def2-TZVPD

M = 1148.87 g mol⁻¹
E_LUMO = 4.77 eV
total charge = -3

The geometry in XYZ format:
```
191
C46H113B3N7O22, DFT ωB97M-V/def2-TZVPD
B 1.448 -4.464 1.310
H 2.105 -4.543 2.276
H 1.688 -5.260 0.502
H 0.318 -4.439 1.574
H 1.642 -3.443 0.789
B -1.855 -2.885 -3.172
H -2.627 -2.264 -3.785
H -2.352 -3.652 -2.461
H -1.108 -3.460 -3.856
H -1.249 -2.158 -2.500
O -0.417 -1.730 -0.053
C -0.508 -0.549 -0.113
O -1.670 0.112 -0.140
B -1.327 1.519 -0.333
O 0.121 1.644 -0.164
C 0.704 0.449 -0.143
O 1.849 0.126 -0.158
O -2.026 2.363 0.692
C -2.877 3.162 0.092
O -3.575 3.966 0.659
C -2.877 2.810 -1.397
O -1.875 2.001 -1.623
O -3.660 3.266 -2.190
C 6.408 -7.263 -2.840
O 5.240 -6.960 -2.122
C 5.361 -5.796 -1.323
C 3.990 -5.421 -0.772
N 3.287 -4.508 -1.687
C 3.770 -3.143 -1.618
C 3.263 -2.337 -2.841
O 1.869 -2.300 -2.762
C 1.345 -1.232 -3.538
H 6.367 -8.270 -3.258
H 7.297 -7.244 -2.202
H 6.508 -6.592 -3.699
H 5.966 -4.990 -1.756
H 5.972 -6.084 -0.444
H 4.007 -4.985 0.225
H 3.489 -6.392 -0.721
H 3.606 -4.816 -2.606
H 4.871 -3.033 -1.685
H 3.430 -2.571 -0.754
H 3.647 -2.792 -3.772
H 3.728 -1.340 -2.809
H 1.724 -1.286 -4.568
H 1.645 -0.278 -3.090
H 0.263 -1.292 -3.679
C -4.447 -0.850 -1.915
O -5.560 -0.663 -1.062
C -5.993 0.673 -0.964
C -7.261 0.680 -0.104
N -7.093 0.465 1.325
C -6.302 1.495 1.988
C -5.700 0.957 3.274
O -5.072 -0.276 3.006
C -3.821 -0.112 2.334
H -3.555 -0.265 -1.668
H -4.733 -0.668 -2.959
H -4.110 -1.885 -1.845
H -6.227 1.081 -1.955
H -5.245 1.325 -0.500
H -7.951 -0.087 -0.464
H -7.803 1.608 -0.319
H -6.540 -0.368 1.528
H -6.970 2.347 2.177
H -5.520 1.921 1.343
H -6.534 0.681 3.928
H -5.108 1.719 3.787
H -3.157 -0.907 2.672
H -3.378 0.852 2.599
H -3.986 -0.170 1.257
C 3.773 -1.710 5.736
O 3.033 -0.967 4.809
C 2.177 -1.884 4.095
C 1.207 -1.002 3.339
N 0.330 -0.188 4.179
C -0.248 0.904 3.391
C -1.187 1.805 4.173
O -0.382 2.632 5.014
C -1.140 3.423 5.894
H 3.170 -2.033 6.593
H 4.621 -1.160 6.159
H 4.252 -2.587 5.287
H 1.595 -2.509 4.786
H 2.675 -2.604 3.442
H 0.651 -1.584 2.600
H 1.849 -0.337 2.738
H 0.888 0.316 4.864
H -0.888 0.531 2.585
H 0.562 1.473 2.916
H -1.877 1.253 4.822
H -1.773 2.414 3.474
H -0.461 4.218 6.209
H -1.507 2.880 6.772
H -2.009 3.886 5.412
C 2.047 -7.760 -2.798
O 1.259 -7.251 -1.738
C 0.802 -8.304 -0.921
C 0.010 -7.829 0.308
N -0.973 -6.791 0.029
C -1.660 -6.399 1.256
C -2.787 -5.373 1.047
O -2.321 -4.418 0.128
C -3.207 -3.334 0.010
H 2.408 -6.954 -3.430
H 1.442 -8.461 -3.387
H 2.916 -8.304 -2.413
H 1.640 -8.915 -0.563
H 0.149 -8.974 -1.503
H 0.737 -7.447 1.027
H -0.487 -8.732 0.708
H -1.681 -7.325 -0.479
H -0.929 -5.995 1.955
H -2.170 -7.308 1.633
H -3.134 -4.966 2.006
H -3.687 -5.857 0.627
H -2.692 -2.496 -0.451
H -3.461 -2.950 1.014
H -4.139 -3.552 -0.525
C 5.420 2.798 4.727
O 5.031 2.270 3.507
C 3.630 2.107 3.304
C 3.421 2.158 1.785
N 4.021 3.363 1.204
C 3.724 3.503 -0.214
C 4.904 4.115 -0.948
O 6.029 3.310 -0.678
C 7.236 3.827 -1.202
H 4.969 3.782 4.905
H 6.507 2.856 4.817
H 5.129 2.151 5.570
H 3.057 2.931 3.741
H 3.309 1.143 3.700
H 2.337 2.160 1.643
H 3.817 1.267 1.291
H 5.012 3.152 1.264
H 2.796 4.050 -0.389
H 3.585 2.500 -0.644
H 5.116 5.135 -0.590
H 4.755 4.187 -2.033
H 7.181 3.677 -2.286
H 8.081 3.206 -0.900
H 7.393 4.830 -0.801
C 0.265 -0.561 -7.025
O -1.121 -0.452 -7.073
C -1.799 -1.115 -5.997
C -3.231 -0.630 -5.993
N -3.394 0.835 -6.174
C -2.793 1.593 -5.072
C -2.712 3.083 -5.372
O -2.006 3.291 -6.578
C -1.710 4.649 -6.793
H 0.636 -1.592 -6.996
H 0.751 0.006 -6.226
H 0.695 -0.186 -7.961
H -1.314 -0.850 -5.056
H -1.794 -2.200 -6.106
H -3.719 -1.017 -5.100
H -3.709 -1.076 -6.873
H -2.690 0.970 -6.902
H -1.730 1.341 -4.950
H -3.339 1.382 -4.156
H -2.182 3.579 -4.549
H -3.711 3.540 -5.409
H -0.835 4.917 -6.185
H -2.549 5.265 -6.451
H -1.468 4.800 -7.844
C -4.948 7.008 1.127
O -4.018 6.625 2.125
C -2.683 6.857 1.719
C -1.790 6.191 2.748
N -0.394 6.612 2.558
C 0.531 5.448 2.549
C 1.934 5.902 2.905
O 1.865 6.416 4.230
C 3.125 6.649 4.813
H -5.925 6.754 1.532
H -4.769 6.456 0.203
H -4.912 8.085 0.928
H -2.410 7.907 1.545
H -2.637 6.354 0.744
H -1.844 5.116 2.552
H -2.183 6.282 3.765
H -0.082 7.026 3.434
H 0.477 4.951 1.577
H 0.216 4.680 3.267
H 2.209 6.714 2.222
H 2.624 5.063 2.808
H 3.797 5.792 4.733
H 2.955 6.869 5.866
H 3.604 7.516 4.342
```

Record 7
Formula: C2H3NP2
Source: the Open Molecules 2025 dataset
Level of theory: ωB97M-V/def2-TZVPD

M = 103.00 g mol⁻¹
E_LUMO = -0.88 eV
relative energy (zero: lowest compared OMol25 entry of this formula, charge and spin) = 27.4 kcal/mol

The geometry in XYZ format:
```
8
C2H3NP2, DFT ωB97M-V/def2-TZVPD
C 0.373 1.019 0.390
C 0.003 0.639 1.603
N 0.482 1.192 -0.795
P -0.361 0.218 -1.932
P 0.051 -1.607 -1.216
H 0.688 -0.040 2.194
H -0.848 0.975 2.048
H -0.387 -2.395 -2.291
```

Record 8
Formula: C12H48O18
Source: the Open Molecules 2025 dataset
Level of theory: ωB97M-V/def2-TZVPD

M = 480.50 g mol⁻¹
E_LUMO = -0.39 eV
relative energy (zero: lowest compared OMol25 entry of this formula, charge and spin) = 67.5 kcal/mol
SMILES = OCCO.OCCO.OCCO.OCCO.OCCO.OCCO.O.O.O.O.O.O

The geometry in XYZ format:
```
78
C12H48O18, DFT ωB97M-V/def2-TZVPD
O -3.138 9.602 32.506
C -2.479 8.940 31.389
C -2.108 7.482 31.706
O -1.339 7.109 30.600
H -4.112 9.449 32.416
H -3.052 9.304 30.492
H -1.545 9.476 31.287
H -2.906 6.823 31.676
H -1.538 7.308 32.655
H -0.479 7.628 30.678
O -3.746 5.079 24.874
C -2.399 5.318 25.056
C -2.147 6.806 25.496
O -0.875 7.048 25.881
H -3.980 4.816 23.917
H -2.011 4.568 25.768
H -2.102 5.183 24.039
H -2.896 7.068 26.249
H -2.490 7.402 24.681
H -0.698 6.661 26.747
O 1.400 11.151 33.012
C 1.284 9.780 32.658
C 1.231 9.779 31.195
O 1.144 8.404 30.774
H 0.665 11.555 32.538
H 2.131 9.184 32.984
H 0.420 9.479 33.096
H 2.121 10.161 30.607
H 0.531 10.441 30.721
H 1.717 8.351 30.008
O 0.821 10.369 28.108
C -0.360 10.230 27.393
C -1.397 9.602 28.246
O -2.673 9.512 27.648
H 1.438 9.656 27.849
H -0.754 11.207 27.291
H -0.277 9.576 26.532
H -1.350 9.976 29.279
H -0.979 8.610 28.418
H -3.020 10.367 27.594
O 3.858 5.620 25.143
C 2.719 5.002 25.597
C 1.882 4.593 24.358
O 0.591 4.260 24.865
H 4.455 5.782 25.889
H 2.957 4.175 26.179
H 2.160 5.746 26.185
H 2.363 3.725 23.829
H 1.892 5.379 23.648
H 0.862 3.829 25.743
O -2.009 4.462 28.159
C -2.518 3.673 29.202
C -3.984 4.127 29.386
O -4.770 3.207 30.144
H -2.658 4.653 27.496
H -2.438 2.658 28.914
H -1.955 3.880 30.121
H -4.595 4.460 28.512
H -3.981 5.013 30.056
H -5.312 3.642 30.784
O 2.113 8.257 27.217
H 1.719 7.473 27.634
H 1.886 8.206 26.309
O 0.449 6.300 28.434
H -0.284 6.057 28.974
H 1.171 6.101 29.005
O -3.482 7.076 28.707
H -3.062 7.946 28.606
H -2.896 6.592 29.239
O 3.903 6.312 29.160
H 4.298 6.709 29.929
H 4.495 6.614 28.485
O 0.725 3.498 27.436
H 0.375 2.808 28.000
H 0.441 4.285 27.874
O 2.060 4.467 29.800
H 2.599 3.855 29.289
H 2.640 5.221 29.929
```

Record 9
Formula: C2H7ClN3
Source: the Open Molecules 2025 dataset
Level of theory: ωB97M-V/def2-TZVPD

M = 108.55 g mol⁻¹
E_LUMO = -4.69 eV
relative energy (zero: lowest compared OMol25 entry of this formula, charge and spin) = 58.9 kcal/mol
total charge = +1

The geometry in XYZ format:
```
13
C2H7ClN3, DFT ωB97M-V/def2-TZVPD
C 1.118 0.025 0.099
C -1.225 -0.481 -0.397
N 1.907 0.922 -0.402
N -1.182 -1.799 -0.584
N -0.138 0.226 -0.304
Cl -2.651 0.338 -0.222
H 1.407 -0.741 0.729
H -0.607 1.597 1.282
H 2.772 0.927 0.114
H 1.722 1.645 -1.114
H -2.099 -2.178 -0.471
H -0.308 -2.156 -0.968
H -0.717 1.675 2.237
```

Record 10
Formula: C43H52HoN7O8S3Si2Te
Source: the Open Molecules 2025 dataset
Level of theory: ωB97M-V/def2-TZVPD

spin multiplicity = 5
M = 1239.83 g mol⁻¹
expectation value of S² = 6.0035
E_LUMO (spin up / spin down) = 2.83 / 2.84 eV
total charge = -2

The geometry in XYZ format:
```
117
C43H52HoN7O8S3Si2Te, DFT ωB97M-V/def2-TZVPD
Ho -0.600 -1.834 -1.177
O 0.747 -0.966 0.464
C 1.013 -1.471 1.621
C 1.343 -0.587 2.734
C 1.793 -1.105 3.938
C 2.013 -2.502 4.084
C 1.673 -3.376 3.075
C 1.257 -2.883 1.832
C 1.095 -3.804 0.758
N 0.779 -3.468 -0.480
C 0.764 -4.638 -1.406
C 0.620 -4.217 -2.867
N -0.380 -3.133 -2.930
C -0.549 -2.708 -4.154
C -1.595 -1.805 -4.584
C -1.605 -1.343 -5.945
C -2.687 -0.605 -6.472
C -3.740 -0.261 -5.586
C -3.664 -0.562 -4.275
C -2.508 -1.164 -3.699
O -2.366 -1.098 -2.397
H 1.017 0.484 2.611
H 2.100 -0.409 4.743
H 2.367 -2.898 5.038
H 1.774 -4.485 3.149
H 1.121 -4.833 0.993
H -0.077 -5.261 -1.111
H 1.698 -5.213 -1.257
H 0.361 -5.184 -3.363
H 1.583 -3.814 -3.199
H 0.102 -3.052 -4.917
H -0.758 -1.496 -6.590
H -2.647 -0.264 -7.514
H -4.612 0.258 -5.987
H -4.412 -0.306 -3.575
C -2.810 -1.436 2.249
C -3.334 -2.055 0.958
O -2.345 -2.681 0.128
H -3.638 -0.918 2.751
H -2.013 -0.693 2.162
H -2.466 -2.232 2.924
H -3.818 -1.253 0.347
H -4.018 -2.846 1.193
H -2.199 -3.629 0.444
C -6.124 5.911 -1.124
Si -4.908 5.057 -0.057
C -5.239 5.347 1.803
C -5.188 3.175 -0.400
C -3.095 5.704 -0.429
Te -1.290 4.728 0.345
C -0.246 6.449 1.211
Si 1.603 6.256 0.635
C 1.642 4.746 -0.486
C 2.657 6.086 2.155
C 2.262 7.895 -0.173
H -7.119 5.553 -0.908
H -5.955 5.791 -2.181
H -6.113 6.970 -0.905
H -5.998 4.686 2.209
H -5.503 6.380 2.024
H -4.353 5.239 2.461
H -5.786 2.798 0.439
H -4.348 2.517 -0.522
H -5.848 3.120 -1.258
H -3.033 6.666 -0.017
H -2.912 5.735 -1.534
H -0.295 6.344 2.327
H -0.645 7.436 0.926
H 1.268 3.849 0.015
H 2.706 4.626 -0.652
H 1.086 4.971 -1.415
H 2.257 5.404 2.910
H 2.822 7.061 2.573
H 3.698 5.800 1.860
H 1.719 8.483 -0.959
H 3.239 7.638 -0.553
H 2.468 8.600 0.602
O 0.442 -7.078 5.255
S -0.778 -6.326 5.085
O -1.159 -5.415 6.151
N -0.782 -5.570 3.538
C -1.693 -6.076 2.700
S -2.063 -5.734 1.008
C -2.502 -7.160 3.341
C -3.668 -7.748 2.849
C -4.506 -8.465 3.725
C -4.036 -8.784 4.987
C -2.875 -8.259 5.492
C -2.164 -7.409 4.685
H -3.893 -7.601 1.773
H -5.445 -8.872 3.417
H -4.632 -9.272 5.758
H -2.503 -8.333 6.528
N 0.831 -0.258 -2.579
C 1.539 0.139 -3.440
C 2.448 0.573 -4.410
C 1.919 0.737 -5.679
N 1.605 0.732 -6.803
C 3.828 0.658 -4.210
N 4.936 0.870 -3.906
N 7.272 -0.843 -2.471
C 7.050 0.227 -1.669
C 6.914 1.583 -2.152
C 6.695 2.661 -1.338
C 6.395 2.356 0.061
C 6.696 1.122 0.613
C 6.855 0.008 -0.271
S 5.918 3.635 1.164
O 4.623 3.905 0.447
O 6.817 4.772 0.858
O 5.854 3.034 2.489
H 7.360 -0.762 -3.509
H 7.616 -1.684 -2.081
H 7.067 1.752 -3.188
H 6.561 3.637 -1.713
H 6.724 0.980 1.678
H 6.924 -1.010 0.190
```

Record 11
Formula: C6H15N
Source: the Open Molecules 2025 dataset
Level of theory: ωB97M-V/def2-TZVPD

spin multiplicity = 2
M = 101.19 g mol⁻¹
expectation value of S² = 0.7544
E_LUMO (spin up / spin down) = -2.64 / -6.99 eV
relative energy (zero: lowest compared OMol25 entry of this formula, charge and spin) = 19.6 kcal/mol
total charge = +1

The geometry in XYZ format:
```
22
C6H15N, DFT ωB97M-V/def2-TZVPD
C 0.251 1.210 2.508
C -0.099 0.025 1.572
N -0.264 0.349 0.122
C 0.779 1.323 -0.246
C 0.415 -1.834 -0.881
C -0.611 -0.728 -0.869
C -1.027 -0.099 -2.216
H -0.033 0.922 3.533
H -0.490 2.021 2.377
H 1.306 1.540 2.432
H -1.037 -0.492 1.872
H 0.642 -0.838 1.605
H 1.714 0.913 0.138
H 0.391 2.240 0.164
H 1.032 1.346 -1.307
H 1.462 -1.626 -1.086
H 0.090 -2.635 -1.581
H 0.325 -2.364 0.081
H -1.506 -1.279 -0.594
H -2.101 0.117 -2.203
H -0.776 -0.922 -2.892
H -0.463 0.811 -2.529
```

- What is the M in the ninth record?
  108.55 g mol⁻¹

Please write out number 2 again, unchanged.
Formula: C9H14O
Source: the Open Molecules 2025 dataset
Level of theory: ωB97M-V/def2-TZVPD

M = 138.21 g mol⁻¹
E_LUMO = 0.89 eV
relative energy (zero: lowest compared OMol25 entry of this formula, charge and spin) = 60.2 kcal/mol
SMILES = Cc1ccc(O)cc1.CC

The geometry in XYZ format:
```
24
C9H14O, DFT ωB97M-V/def2-TZVPD
C -0.083 1.802 -2.207
C -0.905 0.915 -1.230
C -1.632 -0.174 -1.391
C -2.169 -0.946 -0.306
C -1.964 -0.323 0.886
O -2.605 -0.890 1.938
C -1.287 0.827 1.144
C -0.743 1.520 0.093
H -0.774 2.590 -2.581
H -0.030 1.246 -3.102
H 0.856 2.118 -1.708
H -1.830 -0.519 -2.404
H -2.502 -1.918 -0.418
H -3.501 -0.928 1.867
H -1.449 1.378 2.068
H -0.293 2.499 0.324
C 2.946 -0.517 0.823
C 2.339 -1.901 0.847
H 2.428 0.180 0.235
H 2.776 -0.129 1.933
H 3.898 -0.204 0.474
H 2.680 -2.663 1.619
H 2.582 -2.330 -0.094
H 1.263 -1.634 1.189
```

- Which value of M does entry 1 give?
  88.06 g mol⁻¹